[1]
This record from the Open Molecules 2025 dataset describes a molecular structure, C33H35F4MgN5O4S2Se. The level of theory is wB97M-V/def2-TZVPD.

CARTESIAN COORDINATES (ANGSTROEM)
Mg 0.97802 0.35929 0.65787
C 0.63171 2.62794 2.95345
N 0.99382 1.21846 2.78985
C 0.13396 0.39948 3.65917
C 2.41314 1.06071 3.19008
C 2.99427 -0.22476 2.63443
N 2.86373 -0.17671 1.18565
C 3.88564 -0.38912 0.34730
C 3.63614 -0.18082 -1.02763
F 2.37617 0.26372 -1.34824
C 4.54218 -0.36457 -2.03687
F 4.15105 -0.12651 -3.30440
C 5.83236 -0.78187 -1.76953
C 6.12704 -0.99106 -0.43490
F 7.36213 -1.40012 -0.10074
C 5.21623 -0.80959 0.58743
F 5.64664 -1.07527 1.84289
H 0.85920 2.97347 3.96995
H -0.43593 2.76454 2.79504
H 1.18022 3.24117 2.23920
H 0.25142 0.69118 4.71037
H 0.36918 -0.65747 3.56913
H -0.91270 0.53318 3.38553
H 2.48776 1.09885 4.28525
H 2.96455 1.90772 2.77702
H 2.40393 -1.06746 3.01214
H 4.00759 -0.36456 2.99734
H 6.56305 -0.93657 -2.54723
O 0.74916 2.12559 -0.26494
S 0.66873 3.03771 -1.46122
C -1.03004 3.64935 -1.40464
C -2.11665 2.57279 -1.49682
C -3.14849 2.65693 -0.37239
C -2.66332 2.05854 0.93959
S -2.36090 0.25102 1.04391
O -0.99687 0.01580 0.40923
C -3.56790 -0.27464 -0.14933
C -3.19797 -0.67609 -1.41676
C -4.18823 -1.07275 -2.30444
C -5.51942 -1.06650 -1.91572
C -5.87235 -0.67234 -0.63060
C -4.89290 -0.27750 0.26588
C 0.55397 2.04728 -2.93786
C 0.94647 2.66211 -4.11817
C 0.85481 1.95949 -5.31040
C 0.38875 0.65272 -5.30779
C 0.01594 0.04205 -4.11702
C 0.09815 0.73712 -2.92232
H -1.09983 4.39146 -2.20188
H -1.05697 4.19030 -0.45476
H -1.66734 1.58042 -1.47050
H -2.61406 2.65269 -2.46321
H -4.06670 2.15831 -0.68211
H -3.41678 3.70111 -0.18288
H -3.37643 2.24597 1.74574
H -1.70277 2.47847 1.24141
H -2.15271 -0.72939 -1.68595
H -3.91233 -1.40923 -3.29496
H -6.28559 -1.38683 -2.60936
H -6.90828 -0.68908 -0.31964
H -5.15263 -0.00299 1.28093
H 1.33424 3.67427 -4.10364
H 1.16334 2.42685 -6.23559
H 0.32774 0.10100 -6.23633
H -0.33517 -0.98170 -4.11592
H -0.17726 0.25777 -1.99066
Se -3.93065 -2.72269 2.85774
N -2.66193 -2.91889 4.14591
C -1.48871 -3.01296 3.55555
C -0.24859 -3.22475 4.17746
C 0.90891 -3.22801 3.37361
C 0.92036 -2.98988 2.04331
N -0.33446 -2.82581 1.34672
C -1.54003 -2.86478 2.07402
N -2.68597 -2.70096 1.51488
H -0.19911 -3.39495 5.24215
H 1.87030 -3.42442 3.83508
H 1.79019 -3.04314 1.41571
C 1.22552 -2.55607 -1.78304
O 0.82919 -2.12996 -0.46858
C -0.35430 -2.68315 -0.01668
O -1.24141 -2.97968 -0.77251
H 1.78727 -3.48717 -1.70018
H 1.85985 -1.78189 -2.20111
H 0.34961 -2.71216 -2.40850

**2S+1**: 1
**ΔE to the lowest compared entry with this formula, charge and spin**: 57.3 kJ/mol
**M**: 809.07 g/mol
**Charge**: 0
**Kohn-Sham gap**: 4.6 eV

Per-atom Löwdin charges, elementary charge units: Mg 0.691; C -0.086; N -0.293; C -0.054; C -0.177; C -0.201; N -0.032; C -0.176; C -0.144; F 0.014; C -0.233; F 0.078; C 0.045; C -0.226; F 0.087; C -0.132; F 0.066; H 0.100; H 0.070; H 0.087; H 0.106; H 0.069; H 0.071; H 0.130; H 0.127; H 0.087; H 0.115; H 0.128; O -0.546; S 1.070; C -0.294; C -0.210; C -0.210; C -0.283; S 1.048; O -0.543; C -0.408; C -0.068; C -0.047; C -0.066; C -0.062; C -0.107; C -0.381; C -0.077; C -0.063; C -0.056; C -0.045; C -0.086; H 0.100; H 0.095; H 0.063; H 0.129; H 0.107; H 0.123; H 0.102; H 0.063; H 0.091; H 0.110; H 0.106; H 0.110; H 0.103; H 0.113; H 0.110; H 0.111; H 0.111; H 0.087; Se 0.920; N -0.295; C -0.440; C -0.109; C -0.164; C -0.109; N 0.075; C -0.368; N -0.243; H 0.083; H 0.106; H 0.104; C -0.018; O -0.105; C -0.532; O 0.114; H 0.107; H 0.074; H 0.084


[2]
This record from the Open Molecules 2025 dataset describes a molecular structure, C33H35F6GeN2O3S2SbY at a distorted geometry. The level of theory is wB97M-V/def2-TZVPD.

CARTESIAN COORDINATES (ANGSTROEM)
Y 0.35077 -0.03177 -0.19454
C -2.24165 -2.54459 1.52738
N -2.36928 -1.31426 2.30655
C -2.37658 -1.48608 3.75030
C -2.10915 -0.13795 1.72565
O -1.84901 -0.03188 0.52317
C -2.28068 1.13955 2.53902
O -1.26045 2.08362 2.31068
C -0.13437 1.96422 3.14557
C 1.13254 1.71669 2.33850
O 1.13980 1.88568 1.11970
N 2.25993 1.45902 3.02737
C 3.44774 1.03642 2.29303
C 2.24472 1.10857 4.43266
H -3.10729 -3.17979 1.73285
H -1.31726 -3.05536 1.79689
H -2.19376 -2.30340 0.47206
H -2.49516 -2.54703 3.95507
H -3.20168 -0.95306 4.22625
H -1.42590 -1.17152 4.18623
H -2.39428 0.95418 3.60800
H -3.19940 1.59160 2.15733
H -0.26652 1.15764 3.86775
H -0.00607 2.91335 3.68253
H 3.23705 1.02854 1.22569
H 3.72489 0.02648 2.60314
H 4.27892 1.71570 2.50351
H 2.00433 0.04869 4.56902
H 1.53249 1.71586 4.98735
H 3.23626 1.29768 4.84480
S 1.24385 2.22273 -2.47651
C 1.44237 0.89781 -3.65011
C 2.46931 1.17122 -4.56048
C 2.76034 0.33621 -5.61948
C 1.99432 -0.81599 -5.78328
C 0.98989 -1.10279 -4.88231
C 0.67681 -0.28277 -3.77698
S -0.59713 -0.85904 -2.71279
H 3.03967 2.08432 -4.41708
H 3.56212 0.57568 -6.30867
H 2.19101 -1.49239 -6.60844
H 0.40688 -2.00983 -4.98761
C -0.10408 1.84840 -1.51071
Ge -0.88068 3.41964 -0.70208
C -2.78283 2.90656 -0.42245
C -3.27927 1.89945 -1.25506
C -4.60259 1.48659 -1.17065
C -5.46308 2.06439 -0.24528
C -4.98468 3.05576 0.60037
C -3.65785 3.46575 0.50936
C -0.41258 4.80153 0.67526
C 0.81179 4.88973 1.33844
C 1.09399 5.94043 2.20696
C 0.15514 6.93674 2.42841
C -1.05108 6.89250 1.74137
C -1.31797 5.84879 0.86633
C -1.06759 4.82046 -2.14989
C -2.24936 5.07941 -2.84134
C -2.32011 6.06630 -3.82047
C -1.19644 6.81543 -4.13568
C -0.00298 6.56809 -3.46661
C 0.05296 5.58562 -2.48878
H -2.60414 1.40855 -1.95051
H -4.95251 0.69207 -1.81947
H -6.49490 1.73736 -0.17806
H -5.64011 3.50336 1.34054
H -3.30039 4.21607 1.20480
H 1.56467 4.13567 1.15896
H 2.05631 5.98131 2.70588
H 0.36854 7.75190 3.11059
H -1.77733 7.68749 1.87119
H -2.23726 5.86834 0.29288
H -3.13624 4.49729 -2.61201
H -3.25424 6.24793 -4.34148
H -1.24509 7.58210 -4.90099
H 0.88199 7.14429 -3.71396
H 0.99217 5.40741 -1.97356
F 0.39217 -0.45526 2.02372
Sb 2.05366 -2.49012 1.40912
F 3.45966 -3.15485 2.67802
F 2.35515 -0.17759 -0.53373
F 2.05403 -4.24762 0.62667
F 0.29107 -2.25231 0.02765
F 0.78723 -3.12900 2.72796

**2S+1**: 2
**ΔE to the lowest compared entry with this formula, charge and spin**: 0.0 kJ/mol
**M**: 969.05 g/mol
**Charge**: -2
**Kohn-Sham gap (spin up / spin down)**: 4.6 / 5.3 eV

Per-atom natural (NBO) charges, elementary charge units: Y 1.834; C -0.422; N -0.405; C -0.408; C 0.734; O -0.704; C -0.143; O -0.506; C -0.148; C 0.769; O -0.694; N -0.431; C -0.430; C -0.408; H 0.169; H 0.256; H 0.258; H 0.215; H 0.182; H 0.216; H 0.169; H 0.233; H 0.199; H 0.195; H 0.288; H 0.206; H 0.177; H 0.213; H 0.195; H 0.198; S 0.364; C -0.141; C -0.229; C -0.276; C -0.247; C -0.220; C -0.171; S -0.381; H 0.196; H 0.186; H 0.185; H 0.207; C -1.199; Ge 1.578; C -0.423; C -0.188; C -0.213; C -0.241; C -0.272; C -0.172; C -0.387; C -0.227; C -0.221; C -0.243; C -0.252; C -0.157; C -0.399; C -0.222; C -0.230; C -0.243; C -0.249; C -0.144; H 0.265; H 0.205; H 0.192; H 0.191; H 0.197; H 0.233; H 0.196; H 0.193; H 0.195; H 0.206; H 0.211; H 0.192; H 0.190; H 0.193; H 0.199; F -0.820; Sb 2.227; F -0.790; F -0.807; F -0.731; F -0.772; F -0.737


[3]
This record from the Open Molecules 2025 dataset describes a molecular structure, C33H35IrN6O4S at a distorted geometry. The level of theory is wB97M-V/def2-TZVPD.

CARTESIAN COORDINATES (ANGSTROEM)
Ir 0.44027 1.24099 -0.19784
O 1.95037 3.87455 2.59608
C 1.71094 2.98895 1.79145
N 0.79138 3.02781 0.80500
C -0.28333 3.92155 0.76368
C -0.31101 5.16996 1.45476
C -1.40342 5.98547 1.23861
C -2.53112 5.52725 0.50049
C -2.44146 4.37647 -0.26192
C -1.32571 3.56829 -0.14305
N -1.05197 2.41226 -0.94755
C -1.90871 1.83200 -1.91647
O -2.86027 2.43725 -2.42294
C -1.42566 0.48570 -2.34633
C -1.92539 -0.19305 -3.52317
C -1.20223 -1.22918 -3.99384
C -0.18729 -1.82201 -3.16628
C 0.18687 -1.27515 -1.99625
N -0.45163 -0.14624 -1.62400
C 2.42932 1.70277 1.91358
C 3.53844 1.57979 2.78288
C 4.39402 0.54058 2.55520
C 4.06570 -0.42289 1.51661
C 2.95410 -0.23669 0.72072
N 2.08442 0.73275 0.98791
H 0.49100 5.41490 2.15212
H -1.44415 6.89432 1.86328
H -3.44045 6.03572 0.60369
H -3.13901 4.10216 -1.03011
H -2.78820 0.21122 -4.02258
H -1.43347 -1.58198 -4.98104
H 0.34349 -2.75087 -3.51006
H 0.83219 -1.82024 -1.30120
H 3.79519 2.37901 3.46202
H 5.36904 0.41282 3.13782
H 4.57592 -1.38057 1.60425
H 2.76971 -0.91140 -0.06366
C 2.22496 4.04091 -2.13508
C 2.18506 2.56749 -2.55705
C 1.06991 2.20130 -3.61297
C 3.62190 2.11164 -2.98827
O 1.93632 1.71398 -1.41225
H 2.59722 4.63178 -3.00429
H 2.91140 4.17264 -1.28047
H 1.22408 4.37505 -1.82979
H 1.34013 2.33947 -4.69205
H 0.12414 2.67859 -3.36216
H 0.90778 1.10003 -3.46044
H 4.00869 2.79829 -3.73320
H 3.53728 1.08442 -3.26541
H 4.15159 2.22711 -2.03744
C -4.99714 -4.20395 0.45761
C -4.26255 -2.85913 0.41834
C -3.00821 -2.97208 1.27490
N -2.20923 -1.71225 1.04275
C -1.38906 -1.03812 1.81611
S -1.00307 0.65984 1.55138
N -1.02743 -1.51184 2.99371
C -0.49183 -2.85056 3.47496
O -0.50797 -2.97387 4.68914
C 0.05448 -3.80979 2.53291
C 0.70282 -3.50824 1.30035
C 1.23881 -4.43145 0.45316
C 1.24329 -5.76854 0.86819
C 0.67167 -6.08920 2.07668
C 0.09669 -5.12285 2.92118
H -6.06688 -4.08696 0.59496
H -4.68313 -4.67901 1.41956
H -4.75285 -4.88162 -0.32547
H -4.81994 -2.14577 1.00102
H -4.05557 -2.55482 -0.60835
H -2.24573 -3.74923 1.06192
H -3.22138 -3.06628 2.34037
H -2.55415 -1.18248 0.21497
H -0.69108 -0.83829 3.64456
H 1.00902 -2.50811 1.04518
H 1.73500 -4.11579 -0.45933
H 1.71600 -6.55335 0.30225
H 0.74477 -7.10654 2.37608
H -0.23372 -5.46669 3.88992

**2S+1**: 5
**ΔE to the lowest compared entry with this formula, charge and spin**: 0.0 kJ/mol
**M**: 803.97 g/mol
**Charge**: 0
**Kohn-Sham gap (spin up / spin down)**: 3.8 / 5.9 eV

Per-atom Löwdin charges, elementary charge units: Ir 1.356; O 0.040; C -0.504; N -0.021; C -0.180; C 0.006; C -0.058; C -0.049; C -0.012; C -0.197; N -0.047; C -0.454; O 0.031; C -0.243; C -0.023; C -0.095; C -0.107; C -0.187; N -0.120; C -0.215; C -0.038; C -0.102; C -0.099; C -0.189; N -0.149; H 0.107; H 0.114; H 0.086; H 0.100; H 0.111; H 0.094; H 0.109; H 0.088; H 0.110; H 0.116; H 0.083; H 0.078; C -0.029; C -0.614; C -0.006; C -0.019; O -0.286; H 0.099; H 0.092; H 0.074; H 0.099; H 0.064; H 0.076; H 0.081; H 0.071; H 0.087; C -0.089; C -0.220; C -0.157; N 0.059; C -0.709; S 0.717; N 0.116; C -0.303; O 0.121; C -0.162; C -0.029; C -0.060; C -0.055; C -0.057; C -0.003; H 0.072; H 0.083; H 0.065; H 0.113; H 0.118; H 0.124; H 0.129; H 0.141; H 0.116; H 0.096; H 0.112; H 0.109; H 0.099; H 0.126